# 1
The following is a quantum chemistry calculation of a structure of composition C30H36N6O4Ru, from the Open Molecules 2025 dataset.

```
77
Properties=species:S:1:pos:R:3:forces:R:3:lowdin_charge:R:1
Ru -0.49928 -0.51111 -2.23817 -0.1 -0.1 0.0 1.382
C 2.88107 4.71662 10.15806 0.0 0.0 0.0 0.034
O 3.58765 3.72329 9.36685 0.0 0.0 0.0 0.034
C 3.16319 3.35186 8.20297 0.0 0.0 0.0 -0.220
C 3.97152 2.36739 7.54941 0.0 0.0 0.0 0.078
C 3.61540 1.90361 6.32537 0.0 0.0 0.0 0.023
C 2.44456 2.38794 5.68692 0.0 0.0 0.0 -0.082
C 1.64931 3.37122 6.34358 0.0 0.0 0.0 0.042
C 1.98938 3.84858 7.57008 0.0 0.0 0.0 0.056
C 2.02061 1.92730 4.40170 0.0 0.0 0.0 -0.226
N 0.93115 2.36669 3.77752 -0.1 0.0 0.0 0.222
C 0.88010 1.69230 2.61473 0.1 0.0 0.0 -0.146
C 1.95736 0.81662 2.50105 -0.1 0.0 0.0 -0.093
N 2.67247 0.97692 3.64402 0.0 0.0 0.0 0.211
C 2.15520 -0.03266 1.36526 0.0 0.0 -0.1 -0.054
C 3.21965 -0.92949 1.20304 0.0 0.0 0.0 0.042
C 3.28758 -1.69321 0.06344 0.0 0.0 0.0 -0.001
C 2.29329 -1.54249 -0.90055 0.0 0.0 0.0 -0.095
N 1.28014 -0.69609 -0.77097 0.0 0.0 0.0 0.015
C 1.19015 0.05432 0.34545 0.0 0.0 0.0 -0.126
C 0.04916 0.96616 0.45532 0.0 0.0 0.0 -0.134
N -0.84024 0.98377 -0.56187 0.0 0.0 0.0 0.004
C -1.87675 1.80925 -0.49679 0.0 0.0 0.0 -0.084
C -2.10191 2.66069 0.58362 0.0 0.0 0.0 0.003
C -1.21332 2.64851 1.63168 0.0 0.0 0.0 0.052
C -0.11070 1.78718 1.57560 0.0 0.0 -0.1 -0.058
H 3.47021 4.81867 11.06130 0.0 0.0 0.0 0.113
H 1.88422 4.34919 10.39227 0.0 0.0 0.0 0.114
H 2.85074 5.65792 9.61353 0.0 0.0 0.0 0.114
H 4.85646 2.02103 8.06550 0.0 0.0 0.0 0.148
H 4.24264 1.16120 5.85061 0.0 0.0 0.0 0.123
H 0.76302 3.72970 5.83995 0.0 0.0 0.0 0.130
H 1.37865 4.59299 8.05892 0.0 0.0 0.0 0.130
H 3.52192 0.49802 3.89398 0.0 0.0 0.0 0.166
H 3.98385 -1.02702 1.96339 0.0 0.0 0.0 0.131
H 4.09023 -2.39818 -0.09680 0.0 0.0 0.0 0.130
H 2.31830 -2.13228 -1.80887 0.0 0.0 0.0 0.121
H -2.55234 1.79415 -1.34295 0.0 0.0 0.0 0.114
H -2.96421 3.31152 0.58227 0.0 0.0 0.0 0.129
H -1.34691 3.28876 2.49335 0.0 0.0 0.0 0.136
C -3.39890 0.05930 -3.83212 0.0 0.0 0.0 -0.051
O -2.04327 0.50751 -3.70511 0.0 0.1 0.0 -0.316
C -1.46987 0.88320 -4.96094 0.1 0.0 0.0 -0.166
C -0.10702 1.45872 -4.68699 0.0 0.0 0.0 -0.159
O 0.66207 0.47865 -3.96670 0.0 0.0 0.0 -0.325
C 2.04439 0.85757 -3.85307 0.0 0.0 0.0 -0.047
H -3.45954 -0.76735 -4.54404 0.0 0.0 0.0 0.096
H -4.03250 0.88014 -4.16965 0.0 0.0 0.0 0.109
H -3.72078 -0.27980 -2.84976 0.0 0.0 0.0 0.093
H -2.09599 1.63538 -5.44714 0.0 0.0 0.0 0.150
H -1.40639 0.00481 -5.61076 0.0 0.0 0.0 0.132
H -0.18047 2.37118 -4.08753 0.0 0.0 0.0 0.144
H 0.39763 1.69261 -5.62635 0.0 0.0 0.0 0.147
H 2.45690 1.03270 -4.84628 0.0 0.0 0.0 0.108
H 2.56817 0.03049 -3.38294 0.0 0.0 0.0 0.079
H 2.14330 1.76008 -3.24676 0.0 0.0 0.0 0.105
C -3.66727 -3.57287 -1.21811 0.0 0.0 0.0 -0.001
N -3.12635 -3.82396 -2.54876 0.0 0.0 -0.1 -0.062
C -3.77764 -4.88223 -3.32959 0.0 0.0 0.0 -0.117
C -3.69168 -4.55770 -4.80549 0.0 0.0 0.0 -0.133
C -2.24196 -4.34746 -5.17793 0.0 0.0 0.0 -0.129
N -1.59155 -3.41422 -4.24810 0.0 -0.1 0.0 -0.062
C -0.27834 -2.95734 -4.67586 0.0 0.1 0.0 -0.016
C -2.05256 -3.18275 -3.00715 0.0 0.0 0.0 -0.438
O -1.45589 -2.33748 -2.24258 0.0 0.0 0.0 -0.189
H -4.67258 -3.15773 -1.30015 0.0 0.0 0.0 0.103
H -3.02722 -2.88718 -0.67590 0.0 0.0 0.0 0.082
H -3.72262 -4.51328 -0.67030 0.0 0.0 0.0 0.107
H -4.81277 -4.93905 -2.99801 0.0 0.0 0.0 0.135
H -3.30404 -5.84188 -3.10570 0.0 0.0 0.0 0.144
H -4.28141 -3.66504 -5.02472 0.0 0.0 0.0 0.125
H -4.10420 -5.37376 -5.39645 0.0 0.0 0.0 0.135
H -2.15161 -3.92502 -6.17946 0.0 0.0 0.0 0.136
H -1.69269 -5.29327 -5.16921 0.0 0.0 0.0 0.141
H -0.36152 -2.18176 -5.43962 0.0 0.0 0.0 0.091
H 0.26968 -3.79885 -5.10110 0.0 0.0 0.0 0.109
H 0.29299 -2.57318 -3.83344 0.0 0.0 0.0 0.059
```
Forces are in eV/Å.

- Net charge: +3
- Orbital gap (spin up / spin down): 0.28336 / 0.20702 Eh
- 2S+1: 6
- M: 645.726 g mol⁻¹



# 2
The following is a quantum chemistry calculation of a structure of composition C30H37AsBN6O2Ti, from the Open Molecules 2025 dataset.

```
78
Properties=species:S:1:pos:R:3:forces:R:3:lowdin_charge:R:1
Ti 0.14888 -0.00002 -0.07130 0.9 -1.1 -0.1 0.838
C -0.83400 -1.20775 -2.78385 -0.2 0.0 0.0 -0.093
C 0.33011 -1.11771 -1.87131 0.4 -0.7 -0.6 -0.266
N -0.19523 -1.81425 -0.71510 -0.7 -1.5 -0.4 -0.237
N -1.43207 -2.50995 -1.00436 -0.2 -0.5 0.0 0.040
C -1.79456 -1.97834 -2.23976 0.2 0.2 0.0 -0.135
B -2.33868 -2.38295 0.23148 0.5 0.0 -0.1 -0.570
N -2.77464 -0.87259 0.29611 -0.4 0.2 0.2 0.001
C -4.00892 -0.35818 0.34258 0.2 0.0 0.0 -0.099
C -3.90833 1.01551 0.50415 -0.1 0.1 0.0 -0.071
C -2.53891 1.26151 0.55163 -0.1 0.0 0.1 -0.099
N -1.86547 0.11317 0.42138 -1.1 0.4 -0.1 0.009
N -1.48253 -2.67839 1.45084 -0.1 -0.6 0.0 0.036
C -1.87669 -2.98013 2.73768 0.0 0.1 0.1 -0.128
C -0.86457 -2.63145 3.61578 0.0 0.0 -0.1 -0.118
C 0.16998 -2.07548 2.87609 0.1 -0.1 0.3 -0.113
N -0.22156 -2.02482 1.54149 -0.2 0.1 -0.4 -0.049
H -0.85620 -0.77967 -3.77450 -0.1 0.1 0.0 0.079
H 1.25178 -1.54316 -2.28865 0.0 0.1 0.1 0.066
H -2.77367 -2.21397 -2.63349 0.0 0.0 0.0 0.103
H -3.32566 -3.08086 0.19861 -0.2 0.1 0.0 0.104
H -4.86515 -1.00456 0.24246 0.0 0.0 0.1 0.104
H -4.70753 1.73347 0.58174 0.0 0.0 0.0 0.075
H -2.00988 2.19744 0.66738 0.1 -0.1 -0.1 0.111
H -2.84056 -3.42377 2.92644 0.0 0.0 0.0 0.082
H -0.87909 -2.76951 4.68507 0.0 0.0 0.0 0.075
H 1.06590 -1.57900 3.20386 0.0 0.1 -0.1 0.093
C -0.17770 3.95930 -1.17510 0.2 -0.5 0.2 -0.085
C 0.19079 2.79039 -0.29443 -0.2 1.1 0.3 -0.450
O 0.06738 1.56941 -0.88924 -0.1 1.4 -0.8 -0.261
C 0.65933 2.98808 0.99700 -0.2 -0.5 -0.4 -0.191
C 0.87659 4.30053 1.53980 0.0 0.2 0.0 -0.089
C 1.36333 4.50743 2.81802 0.0 -0.1 0.1 -0.188
C 1.66801 3.43633 3.65180 0.1 0.1 0.2 -0.184
C 1.48089 2.13547 3.15562 -0.1 -0.1 -0.3 -0.086
C 1.00639 1.87898 1.88230 0.3 0.7 0.6 -0.333
O 0.86019 0.60216 1.48097 0.4 0.8 1.7 -0.269
H -0.60998 3.56296 -2.09523 0.0 0.1 0.0 0.064
H 0.69281 4.58486 -1.43962 0.0 0.1 0.0 0.055
H -0.91537 4.61900 -0.69764 0.0 0.1 0.0 0.057
H 0.66859 5.16412 0.91724 0.0 0.0 0.0 0.065
H 1.51612 5.52288 3.17527 0.0 0.0 0.0 0.071
H 2.04603 3.58768 4.65712 0.0 0.0 0.0 0.056
H 1.70136 1.27770 3.78384 0.0 0.0 0.0 0.096
C 4.17239 -2.05280 -2.10925 0.0 0.1 0.0 -0.185
C 4.12820 -0.52638 -2.03548 -0.3 -0.2 0.1 -0.427
As 3.06834 0.11993 -0.45838 1.3 0.4 -0.5 1.315
C 3.39417 2.05894 -0.76137 0.1 0.0 0.0 -0.396
C 4.80384 2.52732 -1.10994 -0.1 -0.1 0.0 -0.179
C 4.56973 -0.21620 0.81693 -0.3 -0.1 0.1 -0.412
C 4.25528 0.26238 2.23226 0.0 -0.1 -0.2 -0.174
H 4.72265 -2.39639 -2.99124 0.0 0.0 0.0 0.058
H 3.16852 -2.47235 -2.15316 0.0 -0.1 0.0 0.031
H 4.65391 -2.47570 -1.22435 0.0 -0.1 0.0 0.056
H 3.64627 -0.11834 -2.92919 0.0 0.0 0.0 0.062
H 5.14552 -0.13158 -1.98994 0.0 0.1 0.1 0.042
H 3.04926 2.56638 0.14087 -0.1 0.0 0.0 0.058
H 2.69523 2.33991 -1.55257 -0.1 0.0 0.1 0.065
H 5.50550 2.31443 -0.30022 0.0 0.0 0.0 0.051
H 4.80600 3.60952 -1.26872 0.0 0.0 0.0 0.059
H 5.17721 2.05558 -2.02127 0.0 0.0 0.0 0.045
H 5.48096 0.25362 0.43926 0.0 0.0 -0.1 0.044
H 4.72610 -1.29854 0.81701 0.0 0.0 0.0 0.046
H 4.05014 1.33381 2.25119 0.0 0.0 0.1 0.059
H 5.08682 0.05779 2.91456 0.0 0.0 0.0 0.058
H 3.36405 -0.24433 2.60511 0.0 0.1 0.1 0.050
C 0.62428 -2.19388 0.37469 -0.1 0.1 0.3 -0.306
C 1.47166 -3.35971 0.24835 0.4 -0.3 -0.3 -0.149
C 1.47475 -4.13125 -0.93452 -0.2 0.1 0.1 -0.049
C 2.34216 -5.19354 -1.11049 0.1 -0.2 0.0 -0.124
C 3.24710 -5.55153 -0.11735 -0.1 0.1 0.0 -0.143
C 3.25489 -4.80896 1.06014 0.1 -0.2 0.0 -0.125
C 2.39828 -3.73999 1.24200 -0.1 0.1 0.0 -0.042
H 0.75442 -3.89783 -1.70860 0.0 0.0 0.0 0.106
H 2.30135 -5.76802 -2.03101 0.0 0.0 0.0 0.088
H 3.91991 -6.39080 -0.24969 0.0 0.0 0.0 0.076
H 3.95836 -5.07104 1.84471 0.0 0.0 0.0 0.086
H 2.44547 -3.17282 2.16181 0.0 0.0 0.0 0.090
```
Forces are in eV/Å.

- Net charge: -2
- Orbital gap (spin up / spin down): 0.12789 / 0.13394 Eh
- 2S+1: 2
- M: 647.267 g mol⁻¹
- ΔE to the lowest compared entry with this formula, charge and spin: 71.4 kcal/mol



# 3
The following is a quantum chemistry calculation of a structure of composition C30H37AsBN6O2Ti, from the Open Molecules 2025 dataset.

```
78
Properties=species:S:1:pos:R:3:forces:R:3:lowdin_charge:R:1
Ti 0.67582 0.90572 0.83606 0.2 1.5 0.3 0.795
C 1.23161 1.52794 5.28638 0.0 0.0 0.1 -0.083
C 1.18409 1.98738 3.96169 -0.1 -0.1 -0.1 -0.131
N 0.69021 1.05067 3.16917 0.2 -0.4 -0.1 0.015
N 0.42264 -0.01936 3.94225 -0.1 0.1 0.1 -0.022
C 0.73067 0.24211 5.22146 0.0 0.1 0.1 -0.109
B -0.23821 -1.27350 3.33190 0.1 0.1 -0.3 -0.526
N -1.48130 -0.79870 2.55560 0.0 0.0 0.0 -0.033
C -2.76382 -0.90345 2.93500 -0.1 -0.1 0.0 -0.102
C -3.52421 -0.07754 2.13228 -0.1 0.0 0.1 -0.065
C -2.59334 0.53818 1.28595 0.1 -0.1 -0.1 -0.138
N -1.37228 0.08894 1.54101 0.0 0.0 0.0 0.000
N 0.74729 -1.95090 2.36045 -0.1 -0.1 -0.1 -0.023
C 1.53725 -3.01377 2.57011 0.1 -0.1 0.0 -0.104
C 2.35529 -3.16757 1.46733 0.1 -0.1 0.0 -0.073
C 1.99030 -2.11740 0.61388 -0.1 0.0 0.0 -0.140
N 1.01750 -1.40073 1.16162 0.2 0.0 0.0 0.020
H 1.57492 2.05901 6.15754 0.0 0.0 0.0 0.072
H 1.47768 2.93275 3.53503 0.0 0.0 0.0 0.111
H 0.55755 -0.49788 5.98538 0.0 0.0 0.0 0.102
H -0.55947 -2.04084 4.20060 0.0 -0.1 0.1 0.111
H -3.03709 -1.55191 3.75115 0.0 0.0 0.0 0.107
H -4.58914 0.07445 2.16694 0.0 0.0 0.0 0.080
H -2.73067 1.29294 0.52656 0.0 0.0 0.0 0.108
H 1.46240 -3.57793 3.48557 0.0 0.0 0.0 0.107
H 3.11209 -3.91622 1.30822 0.0 0.0 0.0 0.080
H 2.37675 -1.83649 -0.35418 0.0 0.0 0.0 0.110
C 2.08888 0.71158 -3.25757 0.0 -0.1 0.1 -0.056
C 2.24230 0.71563 -1.75811 0.3 0.1 0.1 -0.411
O 1.14174 0.63494 -1.07963 -0.3 -0.7 -0.3 -0.243
C 3.51786 0.85985 -1.15835 -0.5 -0.1 -0.1 -0.130
C 4.69962 0.84109 -1.94816 0.0 0.0 -0.1 -0.090
C 5.96660 0.89311 -1.39811 0.1 0.0 0.1 -0.179
C 6.11219 0.96924 -0.01497 0.2 0.0 -0.2 -0.173
C 4.97707 1.01925 0.79063 -0.4 0.1 0.1 -0.067
C 3.67298 1.00207 0.27795 0.4 -0.1 0.1 -0.350
O 2.66709 1.09174 1.11014 -0.4 0.0 -0.1 -0.201
H 1.02463 0.65650 -3.48632 0.0 0.0 0.0 0.056
H 2.58985 -0.14123 -3.72981 0.0 0.0 0.0 0.064
H 2.50338 1.62050 -3.70768 0.0 0.0 0.0 0.070
H 4.59973 0.76333 -3.02447 0.0 0.0 0.0 0.074
H 6.83942 0.86643 -2.04212 0.0 0.0 0.0 0.068
H 7.09877 0.99774 0.43474 0.0 0.0 0.0 0.065
H 5.06412 1.09675 1.86906 0.0 0.0 0.0 0.092
C -1.52522 -2.63990 -4.70616 0.0 0.0 0.0 -0.207
C -1.80461 -3.14677 -3.29681 0.0 0.0 0.1 -0.482
As -0.81611 -2.09548 -1.92305 0.0 -0.1 -0.1 1.232
C -1.77618 -0.39026 -2.14889 0.0 0.1 0.0 -0.439
C -3.29242 -0.41849 -2.02659 0.0 0.0 0.0 -0.173
C -1.79464 -2.83952 -0.38053 0.0 0.1 0.0 -0.451
C -1.19694 -4.16644 0.07294 0.1 0.0 0.0 -0.186
H -1.98569 -3.27240 -5.47112 0.0 0.0 0.0 0.052
H -0.45097 -2.60545 -4.90317 0.0 0.0 0.0 0.057
H -1.91166 -1.62749 -4.84078 0.0 0.0 0.0 0.052
H -1.47038 -4.18148 -3.18681 0.0 0.0 0.0 0.043
H -2.87544 -3.13069 -3.07870 0.0 0.0 0.0 0.044
H -1.47238 -0.00741 -3.12740 0.0 0.0 0.0 0.050
H -1.33038 0.29845 -1.42766 0.0 0.0 0.0 0.028
H -3.74943 -1.10535 -2.74459 0.0 0.0 0.0 0.048
H -3.71090 0.57602 -2.20444 0.0 0.0 0.0 0.068
H -3.59961 -0.72599 -1.02613 0.0 0.0 0.0 0.044
H -2.85170 -2.94501 -0.63551 0.0 0.0 0.0 0.056
H -1.71300 -2.10509 0.42123 0.0 0.0 0.0 0.031
H -1.22714 -4.92067 -0.71917 0.0 0.0 0.0 0.049
H -1.73481 -4.56691 0.93578 0.0 0.0 0.0 0.061
H -0.15427 -4.03465 0.36978 0.0 0.0 0.0 0.039
C -0.09669 2.49856 0.48576 -0.1 -0.2 0.2 -0.169
C -1.04611 3.38805 -0.03164 0.0 0.0 0.0 -0.392
C -1.94008 4.14973 0.78279 0.0 0.1 0.1 -0.105
C -2.90477 4.97780 0.24382 0.0 0.0 0.1 -0.168
C -3.06612 5.11891 -1.13381 -0.1 0.0 0.0 -0.186
C -2.20841 4.38564 -1.95766 0.1 -0.1 -0.1 -0.161
C -1.23651 3.55698 -1.44008 0.0 0.0 -0.1 -0.087
H -1.84380 4.05248 1.85886 0.0 0.0 0.0 0.088
H -3.55802 5.53020 0.91386 0.0 0.0 0.0 0.075
H -3.82574 5.76982 -1.54849 0.0 0.0 0.0 0.057
H -2.30766 4.47018 -3.03659 0.0 0.0 0.0 0.077
H -0.58291 2.99821 -2.10119 0.0 0.0 0.0 0.094
```
Forces are in eV/Å.

- Net charge: -2
- Orbital gap (spin up / spin down): 0.11836 / 0.14852 Eh
- 2S+1: 2
- M: 647.267 g mol⁻¹
- ΔE to the lowest compared entry with this formula, charge and spin: 0.0 kcal/mol



> Among the records above, which one has the lowest M?

C30H36N6O4Ru



> Which value of M does entry 3 give?

647.267 g mol⁻¹